{"formula": "C33H44N2O2S2Ti", "method": "the ωB97M-V functional and the def2-TZVPD basis", "elements": ["Ti", "C", "C", "C", "C", "C", "C", "C", "C", "C", "H", "H", "H", "H", "H", "H", "H", "H", "H", "H", "H", "H", "O", "S", "C", "C", "C", "C", "C", "C", "C", "C", "C", "C", "C", "C", "H", "H", "H", "H", "H", "H", "H", "H", "H", "H", "C", "C", "C", "C", "N", "N", "H", "H", "H", "H", "H", "H", "H", "H", "H", "H", "H", "H", "C", "C", "C", "C", "C", "C", "C", "S", "C", "O", "H", "H", "H", "H", "H", "H", "H", "H", "H", "H"], "xyz": [[0.4044, -0.2033, -0.0689], [3.2398, 2.3047, -0.3254], [2.4335, 1.4073, 0.5647], [2.9926, 0.3398, 1.2541], [2.2729, -0.3599, 2.2381], [2.9490, -1.4353, 3.0326], [0.9641, 0.0299, 2.5265], [0.3573, 1.1001, 1.8542], [-0.9218, 1.7156, 2.3410], [1.0840, 1.7399, 0.8250], [3.5665, 3.1646, 0.2650], [2.6475, 2.6930, -1.1552], [4.1346, 1.8229, -0.7151], [4.0404, 0.0954, 1.1119], [3.6809, -0.9778, 3.7026], [3.4986, -2.1297, 2.3952], [2.2433, -1.9905, 3.6480], [0.4438, -0.4170, 3.3662], [-0.6719, 2.5850, 2.9533], [-1.4938, 1.0302, 2.9589], [-1.5408, 2.0582, 1.5108], [0.6986, 2.6723, 0.4336], [-0.9431, -1.3615, 0.6898], [-2.3239, -2.0115, 0.9999], [-3.0879, -1.0798, 2.3165], [-2.8521, -1.3195, 3.6655], [-3.5407, -0.5702, 4.6068], [-4.4678, 0.3845, 4.2042], [-4.7074, 0.6063, 2.8530], [-4.0198, -0.1298, 1.9034], [-1.8615, -3.5257, 1.8372], [-2.7860, -4.5575, 1.8871], [-2.4321, -5.7392, 2.5228], [-1.1723, -5.8775, 3.0883], [-0.2581, -4.8314, 3.0375], [-0.6010, -3.6442, 2.4086], [-2.1602, -2.0865, 3.9857], [-3.3731, -0.7509, 5.6600], [-5.0246, 0.9426, 4.9449], [-5.4428, 1.3351, 2.5403], [-4.2132, 0.0192, 0.8468], [-3.7700, -4.4399, 1.4484], [-3.1415, -6.5539, 2.5723], [-0.8964, -6.8026, 3.5763], [0.7156, -4.9402, 3.4966], [0.0755, -2.7982, 2.4054], [2.5020, -0.2736, -2.5113], [1.7602, -1.6044, -2.6370], [2.7460, -2.7720, -2.7296], [0.8516, -1.6189, -3.8602], [0.8514, -1.7753, -1.4369], [1.5725, -1.9528, -0.2005], [3.0667, -0.0769, -3.4219], [3.2204, -0.2919, -1.6905], [1.8018, 0.5583, -2.3729], [3.1927, -2.7891, -3.7227], [2.2414, -3.7309, -2.5918], [3.5736, -2.6964, -2.0197], [1.4485, -1.4606, -4.7566], [0.0934, -0.8416, -3.8102], [0.3563, -2.5862, -3.9697], [0.2688, -2.5874, -1.6253], [2.5482, -2.1616, -0.3952], [1.1971, -2.7529, 0.3064], [1.4578, 6.3751, -3.6883], [0.7456, 5.0890, -3.4181], [0.0865, 4.8848, -2.1971], [-0.5743, 3.7027, -1.9323], [-0.5655, 2.6951, -2.8932], [0.0673, 2.8736, -4.1189], [0.7079, 4.0731, -4.3752], [-1.3295, 1.1292, -2.5876], [-2.9998, 1.6044, -2.1457], [-0.7241, 0.6746, -1.2080], [1.8532, 6.8067, -2.7706], [0.7619, 7.1013, -4.1166], [2.2643, 6.2423, -4.4064], [0.0818, 5.6815, -1.4632], [-1.1035, 3.5632, -0.9968], [0.0461, 2.0881, -4.8657], [1.1826, 4.2270, -5.3358], [-2.9940, 2.2982, -1.3077], [-3.5641, 0.7009, -1.9197], [-3.4316, 2.0902, -3.0219]], "atomic_forces_ev_per_a": [[0.77, -1.18, 0.51], [0.06, 0.00, -0.08], [-0.16, 0.21, -0.10], [-0.07, -0.02, 0.17], [0.09, 0.11, 0.01], [-0.05, -0.03, -0.01], [0.02, 0.29, -0.07], [0.34, 0.92, 0.54], [-0.04, -0.05, -0.07], [0.34, 0.72, 1.11], [0.00, -0.01, -0.01], [-0.01, -0.02, 0.00], [-0.02, -0.04, 0.01], [-0.03, -0.04, -0.14], [0.01, -0.01, -0.01], [0.00, -0.01, 0.01], [0.01, -0.02, -0.01], [-0.09, -0.17, -0.15], [-0.02, 0.01, -0.02], [-0.07, -0.06, 0.01], [-0.04, 0.00, 0.04], [-0.14, -0.12, -0.30], [-0.57, -0.57, 0.32], [0.07, -0.08, 0.55], [0.03, -0.14, -0.33], [0.12, 0.01, 0.07], [0.02, -0.03, 0.03], [-0.01, 0.01, -0.08], [0.00, 0.05, 0.01], [0.07, -0.02, -0.12], [0.06, 0.17, -0.18], [-0.12, 0.11, -0.11], [-0.01, -0.02, 0.03], [0.04, -0.01, 0.01], [-0.02, 0.02, -0.03], [0.02, 0.08, 0.07], [0.00, -0.04, 0.00], [0.00, -0.01, 0.00], [0.02, 0.00, 0.01], [-0.01, -0.01, 0.02], [-0.05, -0.03, 0.02], [0.01, -0.06, -0.03], [0.00, 0.01, -0.01], [-0.03, -0.01, 0.00], [-0.01, 0.00, 0.01], [0.07, -0.02, -0.05], [-0.17, -0.21, 0.05], [0.24, -0.03, -0.20], [-0.07, 0.01, 0.04], [-0.04, -0.08, 0.13], [0.38, -0.26, -0.68], [-0.02, -0.79, -0.23], [-0.01, -0.01, -0.01], [0.02, 0.07, 0.05], [0.05, 0.07, -0.04], [0.05, 0.04, 0.02], [0.01, -0.01, -0.01], [0.01, -0.03, 0.00], [0.01, 0.02, 0.01], [-0.05, 0.05, -0.03], [-0.02, 0.01, -0.01], [-0.16, 0.01, 0.15], [0.14, 0.21, 0.06], [-0.10, 0.01, 0.06], [-0.08, 0.09, -0.07], [0.00, -0.14, -0.02], [-0.03, -0.01, -0.01], [-0.08, 0.04, 0.11], [-0.08, -0.34, 0.00], [-0.05, -0.22, -0.03], [0.01, 0.10, 0.00], [-0.03, 0.75, -0.08], [0.04, -0.11, 0.02], [-0.93, 0.88, -1.00], [0.03, 0.01, -0.02], [-0.01, -0.01, 0.02], [0.03, 0.00, 0.03], [0.00, -0.03, 0.02], [0.04, 0.07, 0.04], [0.04, 0.03, -0.02], [0.03, -0.02, 0.02], [0.08, -0.03, 0.02], [0.05, -0.01, 0.02], [0.08, -0.04, -0.05]], "lowdin_spin": [0.859, 0.003, 0.012, -0.005, 0.020, 0.003, 0.001, 0.024, 0.006, -0.008, 0.001, 0.000, 0.000, 0.000, 0.001, 0.001, 0.000, 0.000, 0.002, 0.000, 0.001, -0.001, 0.037, 0.005, 0.003, 0.000, 0.000, 0.000, 0.000, 0.000, 0.001, 0.000, 0.000, 0.000, 0.000, 0.000, 0.000, 0.000, 0.000, 0.000, 0.000, 0.000, 0.000, 0.000, 0.000, 0.000, 0.008, 0.002, 0.000, 0.000, 0.008, 0.007, 0.001, 0.001, 0.002, 0.000, 0.000, 0.000, 0.000, 0.000, 0.000, 0.002, 0.001, 0.002, 0.000, 0.000, 0.000, 0.000, 0.000, 0.000, 0.000, 0.000, 0.000, -0.004, 0.000, 0.000, 0.000, 0.000, 0.000, 0.000, 0.000, 0.000, 0.000, 0.000], "gap_ha": [0.30861, 0.30117], "relative_energy_kj_mol": 79.2, "e_homo_ev": [-16.7807, -16.8522], "e_lumo_ha": [-0.3081, -0.3181], "total_charge": 3, "multiplicity": 2}

***

{"formula": "C33H44O5", "method": "the ωB97M-V functional and the def2-TZVPD basis", "elements": ["C", "C", "O", "C", "C", "C", "C", "C", "C", "O", "C", "C", "C", "C", "C", "O", "C", "C", "O", "C", "C", "C", "C", "C", "C", "C", "C", "C", "C", "C", "C", "C", "C", "C", "C", "C", "C", "O", "H", "H", "H", "H", "H", "H", "H", "H", "H", "H", "H", "H", "H", "H", "H", "H", "H", "H", "H", "H", "H", "H", "H", "H", "H", "H", "H", "H", "H", "H", "H", "H", "H", "H", "H", "H", "H", "H", "H", "H", "H", "H", "H", "H"], "xyz": [[-0.1441, -4.9848, 2.2444], [0.9702, -4.7298, 1.0792], [2.2678, -4.9303, 1.6809], [3.3405, -4.4757, 0.8278], [3.3895, -2.8993, 0.5766], [3.2292, -1.8793, 1.5469], [2.9803, -2.2373, 3.0899], [1.3974, -2.2259, 3.4751], [3.3265, -0.3051, 1.1916], [2.7961, 0.5082, 1.9900], [4.1268, 0.1063, -0.1159], [4.6522, 1.5528, -0.2355], [5.4393, 1.9682, -1.5105], [5.9337, 3.4779, -1.6313], [4.8552, 4.5747, -1.1650], [3.4779, 4.1902, -1.3866], [2.6451, 4.5403, -0.2307], [1.1110, 4.3152, -0.6955], [0.1515, 4.7369, 0.3212], [-0.9502, 3.8050, 0.3668], [-1.5073, 3.2155, 1.7026], [-2.6698, 2.1764, 1.7058], [-3.3614, 1.6517, 0.3889], [-4.5180, 0.5464, 0.4961], [-3.9008, -0.7699, 1.1779], [-5.5958, 1.1347, 1.5770], [-5.3481, 0.3025, -0.8548], [-4.8272, -0.8861, -1.7959], [-5.5263, -0.6299, -3.2525], [-5.3812, -2.3609, -1.3445], [-3.2367, -0.8750, -2.0867], [-2.8335, 2.2778, -0.9356], [-1.6780, 3.3078, -0.9367], [5.6932, 0.8627, -2.5926], [5.1500, -0.6045, -2.4541], [4.3300, -0.9971, -1.2049], [3.6779, -2.4297, -0.9408], [3.4504, -3.1509, -1.9461], [-0.7499, -5.9382, 2.0591], [0.3176, -5.0756, 3.2828], [-0.9069, -4.1247, 2.2998], [0.7346, -5.5265, 0.2735], [0.7774, -3.6698, 0.6987], [4.3380, -4.9111, 1.2133], [3.1865, -4.9646, -0.2098], [3.4585, -3.2538, 3.2941], [3.5107, -1.4444, 3.7212], [1.1763, -1.2289, 3.9839], [0.7690, -2.4080, 2.5336], [1.2539, -3.0690, 4.2393], [4.4546, 2.3213, 0.5771], [6.1760, 3.6812, -2.7300], [6.9033, 3.6478, -1.0382], [4.9798, 4.8904, -0.0579], [5.0456, 5.5157, -1.8139], [2.8420, 5.6070, 0.1344], [2.8657, 3.7737, 0.5900], [0.9644, 4.9838, -1.6173], [1.0242, 3.2164, -0.9856], [-1.0587, 3.5474, 2.7097], [-3.0463, 1.7263, 2.6894], [-2.9049, -1.1161, 0.7421], [-4.6947, -1.6000, 1.2314], [-3.6820, -0.4944, 2.2817], [-6.0798, 2.1088, 1.2324], [-6.4478, 0.3470, 1.5829], [-5.1892, 1.1537, 2.6429], [-6.4615, 0.1552, -0.5872], [-5.2922, 1.2816, -1.4660], [-5.2512, -1.4959, -3.9436], [-6.6691, -0.6354, -3.1051], [-5.2595, 0.4011, -3.6822], [-6.1003, -2.1640, -0.4646], [-4.4668, -2.9326, -0.9743], [-5.8765, -2.8819, -2.2279], [-2.9287, -1.9820, -2.2333], [-3.0729, -0.3645, -3.1051], [-2.6076, -0.4079, -1.2611], [-3.3194, 1.9121, -1.9126], [-1.2871, 3.7305, -1.9225], [6.2907, 1.1743, -3.5183], [5.3707, -1.3656, -3.2789]], "atomic_forces_ev_per_a": [[-0.33, 0.03, -0.01], [-2.00, -0.75, 1.08], [0.05, 1.01, -1.06], [-0.04, -0.26, -1.44], [0.28, 2.17, 0.34], [0.50, -1.36, -0.73], [-0.11, 0.55, -0.78], [1.15, -0.24, 0.22], [-0.75, 0.40, 1.03], [1.95, -2.37, -2.72], [0.93, 0.63, -1.43], [0.58, -2.61, -3.06], [-1.30, -3.34, 0.90], [-0.28, -0.57, -0.49], [0.31, 0.89, 0.01], [0.18, 0.64, 1.30], [-0.86, -0.78, 0.10], [1.54, 0.73, -1.03], [-1.24, -2.83, -0.44], [-3.39, -2.74, 0.04], [-1.09, -0.80, -2.49], [0.95, 0.94, -3.18], [3.08, 2.80, 0.00], [-0.12, 1.01, 1.16], [-0.29, 0.33, 1.01], [-0.68, -1.43, -0.57], [0.70, 0.32, -0.21], [-0.83, 0.11, -1.65], [-0.48, 0.01, 0.95], [0.83, 1.49, 0.69], [-0.58, -0.87, -0.37], [1.14, 0.52, 3.14], [-0.43, -0.77, 2.57], [-1.74, -0.38, 2.77], [-0.65, 2.44, 2.41], [1.22, 3.38, 0.41], [0.14, -0.69, -1.84], [0.67, 1.92, 3.46], [0.98, 1.29, 0.16], [-0.38, 0.14, -1.53], [1.22, -1.23, -0.19], [0.80, 1.46, 0.92], [0.77, -1.41, 0.22], [-1.63, 1.00, -0.26], [0.33, 0.91, 1.41], [-0.80, 1.40, -0.34], [-0.69, -1.13, -0.93], [0.01, -1.38, -0.96], [0.81, 0.38, 1.64], [-0.09, 1.26, -1.20], [0.23, -1.35, -1.14], [-0.29, -0.38, 1.48], [-1.45, -0.34, -0.81], [0.04, -0.71, -1.72], [-0.15, -1.37, 1.15], [-0.34, -1.42, -0.56], [-0.28, 1.24, -0.78], [0.13, -1.10, 1.16], [-0.14, 1.50, 0.49], [-0.76, -0.60, -1.87], [0.86, 0.98, -1.54], [-1.59, 0.34, 0.36], [1.35, 1.12, -0.30], [-0.25, -0.46, -1.76], [0.96, -1.16, 0.60], [1.24, 1.25, 0.15], [-0.46, 0.36, -1.56], [1.76, 0.04, -0.47], [-0.20, -1.47, 0.95], [-0.29, 1.37, 0.72], [1.62, -0.07, -0.30], [-0.17, -1.61, 0.49], [0.91, -0.79, -1.50], [-1.49, 0.39, -0.40], [0.62, 0.60, 1.36], [-0.27, 1.82, 0.27], [0.04, -0.55, 1.72], [-0.84, -0.60, -1.27], [1.11, 0.90, 1.62], [-0.77, -0.77, 1.48], [-1.03, -0.69, 1.49], [-0.45, 1.27, 1.43]], "mulliken_charge": [-0.927, -0.165, -0.340, -0.942, 0.448, 0.542, -0.779, -0.687, 0.255, -0.635, 0.162, -0.313, 0.547, -0.678, -0.550, -0.280, -0.236, -0.506, -0.399, 0.270, -0.888, -0.344, 0.053, 1.955, -1.393, -1.566, -1.556, 1.838, -1.666, -1.241, -1.385, 0.173, -0.410, -0.713, -0.622, 0.256, 0.277, -0.604, 0.295, 0.245, 0.167, 0.390, 0.213, 0.316, 0.336, 0.379, 0.428, 0.374, -0.054, 0.228, 0.343, 0.327, 0.285, 0.372, 0.275, 0.338, 0.163, 0.203, 0.358, 0.285, 0.117, 0.210, 0.239, 0.441, 0.329, 0.440, 0.336, 0.335, 0.345, 0.421, 0.384, 0.382, 0.221, 0.286, 0.366, 0.352, 0.250, 0.301, 0.133, 0.267, 0.277, 0.347], "gap_ha": 0.25689, "smiles": "CCOCC1=C(CC)C(=O)c2cc(CCOCCOc3ccc(C(C)(C)CC(C)(C)C)cc3)ccc2C1=O", "e_homo_ev": -8.1226, "e_lumo_ha": -0.0416, "total_charge": 0}

***

no.,E (eV)
1,-86773.2359
2,-45158.7371